# C22H100F5N3O40PSSi

A 34-piece molecular cluster, C22H100F5N3O40PSSi overall at a distorted geometry (ωB97M-V/def2-TZVPD, the OMol25 dataset).

## Properties
Maximum force (hartree/bohr): 0.10531
Calculated total energy (eV): -152378.391
Net charge: +1
Highest occupied orbital energy (eV): -9.144

Last column: Mulliken charge in e.
Positions of all 173 atoms, in Å:
C1 2.3487 -1.4002 1.9077  -0.775
Si1 3.1891 0.0167 0.9372  -0.366
C2 4.1257 1.2748 2.0837  -0.876
C3 1.8638 0.8938 -0.1303  0.136
C4 0.7868 1.7609 0.7472  0.258
C5 0.2609 2.9230 -0.2207  0.283
F1 1.2692 3.9343 -0.4080  -0.343
F2 0.1208 2.3120 -1.5355  -0.306
N1 -1.0759 3.4880 0.1136  0.822
C6 -2.1884 2.6987 -0.4454  -3.013
N2 -2.6829 3.1181 -1.6051  0.475
C7 -3.7618 2.4643 -2.3904  -0.845
C8 -3.2081 1.3311 -3.4412  -0.042
C9 -4.4126 0.3345 -3.7427  0.336
F3 -4.3074 -1.1031 -3.7032  -0.307
C10 -5.7220 0.8645 -4.0384  0.033
F4 -6.1590 0.9751 -5.3804  -0.215
F5 -6.6526 1.3115 -3.0465  -0.185
N3 -2.6676 1.4886 0.2001  3.242
C11 -2.2572 0.2101 -0.4168  -1.710
O1 -3.3134 -0.5893 -0.9796  0.066
C12 -3.5245 -1.8129 -0.2049  -0.611
O2 -4.3270 -1.5871 0.9801  0.027
C13 -4.0667 -2.5848 2.0076  -0.445
C14 -4.5864 -4.0627 1.6488  -0.242
O3 -4.3145 -4.9351 2.7895  -0.499
C15 -4.0285 1.5279 0.7694  -0.175
C16 -4.5509 2.9457 1.2835  -0.246
O4 -4.9246 3.8794 0.5152  -0.495
O5 -4.6823 3.2350 2.6937  -0.353
P1 -1.2705 3.9144 1.8192  0.611
O6 -1.7346 2.6396 2.8407  -0.445
O7 -2.4008 5.2216 1.8573  -0.395
S1 0.3651 4.6641 2.6110  -0.330
C17 4.5771 -0.7621 -0.1643  0.131
C18 6.0592 -0.9087 0.3491  0.014
C19 7.1916 -1.5538 -0.5291  -0.092
C20 6.9221 -2.1013 -1.9769  -0.998
C21 5.4476 -1.9167 -2.5031  -0.262
C22 4.3238 -1.2697 -1.6160  0.364
H1 1.7946 -0.9299 2.7943  0.269
H2 1.6382 -1.9298 1.1657  0.065
H3 3.1515 -2.1348 2.2571  0.417
H4 3.4173 1.9143 2.7144  0.404
H5 4.8042 0.6390 2.7656  0.151
H6 4.8424 1.9246 1.4501  0.255
H7 2.4347 1.6266 -0.8225  0.193
H8 1.3261 0.1577 -0.8428  -0.002
H9 1.3661 2.1358 1.6555  0.425
H10 -0.0208 1.0018 1.0488  -0.469
H11 -2.2650 3.9795 -2.0217  0.531
H12 -4.1980 3.2886 -3.0771  0.557
H13 -4.6442 2.0755 -1.7879  0.158
H14 -2.2428 0.8357 -3.0956  0.104
H15 -2.9875 1.8858 -4.4322  0.529
H16 -1.4171 0.3509 -1.2014  0.070
H17 -1.7647 -0.4337 0.4138  0.628
H18 -2.5568 -2.3886 0.0004  0.497
H19 -4.1572 -2.4952 -0.8941  0.397
H20 -4.6495 -2.2614 2.9521  0.434
H21 -2.9528 -2.5804 2.3161  0.405
H22 -5.7253 -4.0785 1.4676  0.015
H23 -4.0665 -4.4876 0.7267  0.323
H24 -4.8942 -4.6196 3.5274  0.315
H25 -4.8668 1.1170 0.0833  0.470
H26 -4.0445 0.8266 1.6898  0.148
H27 -5.5370 2.8030 2.9341  0.284
H28 -1.4658 1.7557 2.4970  0.406
H29 -2.1690 5.7223 1.0280  0.394
H30 6.3814 -0.5468 1.3763  -0.117
H31 8.2709 -1.6562 -0.1339  0.212
H32 7.7473 -2.5970 -2.5881  0.354
H33 5.2659 -2.2888 -3.5631  0.227
H34 3.2781 -1.1882 -2.0620  0.190
O8 8.4629 -4.2600 -1.1992  -0.556
H35 9.3688 -4.5911 -1.2551  0.292
H36 7.9294 -5.0567 -1.0867  0.262
O9 4.2643 -0.4762 -4.7871  -0.514
H37 3.8158 -0.0758 -5.5424  0.284
H38 4.3328 0.2455 -4.1484  0.307
O10 4.2234 -4.1617 -4.2343  -0.609
H39 3.6279 -3.5678 -4.7111  0.358
H40 3.6391 -4.8424 -3.8780  0.282
O11 -6.2746 2.8398 5.0258  -0.612
H41 -6.8938 3.1792 5.6851  0.303
H42 -5.4127 3.1482 5.3353  0.292
O12 -1.1538 -5.7302 2.9200  -0.585
H43 -2.0928 -5.7000 3.1480  0.281
H44 -1.0474 -6.5808 2.4768  0.244
O13 -2.8316 -5.9320 5.7157  -0.615
H45 -3.2560 -5.5224 4.9526  0.311
H46 -2.7666 -5.2135 6.3594  0.321
O14 -7.5765 -2.2884 -4.8035  -0.620
H47 -6.6620 -2.0352 -4.6250  0.322
H48 -8.0787 -1.4789 -4.6473  0.315
O15 7.6023 1.1566 1.0765  -0.321
H49 8.0364 1.2845 0.2227  0.258
H50 7.9597 1.8669 1.6302  0.163
O16 -2.1331 -0.4573 3.0475  -0.662
H51 -2.2678 -0.2192 2.1225  -0.259
H52 -2.9228 -0.1211 3.4923  0.410
O17 -8.4899 2.5209 3.0650  -0.579
H53 -9.1928 3.1812 3.0235  0.297
H54 -7.7673 2.9743 3.5200  0.338
O18 8.1306 2.5541 3.5962  -0.600
H55 7.7563 1.7327 3.9453  0.225
H56 7.8021 3.2355 4.1979  0.326
O19 2.9108 -4.1332 -6.6317  -0.646
H57 2.4062 -4.5225 -7.3571  0.278
H58 3.5293 -4.8307 -6.3744  0.346
O20 0.4362 -3.5806 3.8783  -0.518
H59 0.8187 -3.5951 4.7638  0.284
H60 0.0681 -4.4689 3.7682  0.304
O21 1.1741 -2.4787 -1.9877  -0.350
H61 0.6737 -3.2368 -1.6533  0.169
H62 1.1014 -2.5559 -2.9475  0.233
O22 2.6481 1.1191 -3.5112  -0.688
H63 2.2736 0.3011 -3.1607  0.293
H64 2.3208 1.8036 -2.9115  0.303
O23 4.3026 3.4467 -4.5421  -0.597
H65 3.7080 4.0394 -5.0226  0.275
H66 3.7173 2.7695 -4.1835  0.355
O24 8.1674 -0.5084 3.2905  -0.579
H67 8.2890 -1.3941 3.6546  0.245
H68 8.0781 -0.6569 2.3384  0.309
O25 10.1728 -0.0944 1.4240  -0.581
H69 9.5769 0.2613 2.0993  0.338
H70 11.0472 0.2026 1.7040  0.273
O26 -3.4802 -3.4151 7.4512  -0.601
H71 -4.1583 -2.7304 7.4157  0.281
H72 -2.7366 -2.9847 7.8961  0.315
O27 -6.8417 -2.9899 2.8462  -0.601
H73 -7.4698 -2.4681 3.3652  0.326
H74 -6.7222 -2.4731 2.0370  0.155
O28 2.4015 4.4040 -6.5645  -0.620
H75 2.2457 4.6442 -7.4863  0.292
H76 1.6207 4.7329 -6.1015  0.303
O29 -9.7360 -2.9731 2.9371  -0.612
H77 -9.6399 -3.8628 3.2999  0.322
H78 -9.8066 -3.1159 1.9839  0.302
O30 -8.5095 -4.6575 0.3799  -0.650
H79 -8.1012 -4.3681 -0.4456  0.326
H80 -8.0405 -4.1555 1.0614  0.314
O31 -7.4329 4.4298 -3.7366  -0.629
H81 -7.3065 3.5497 -3.3592  0.302
H82 -7.5024 4.2696 -4.6863  0.332
O32 9.1599 4.4896 4.8593  -0.608
H83 9.5940 4.6176 4.0062  0.303
H84 9.5148 5.1976 5.4118  0.281
O33 5.2935 -1.8449 -7.7404  -0.634
H85 4.9179 -2.6627 -7.3895  0.297
H86 4.9669 -1.1628 -7.1403  0.334
O34 6.6524 5.1185 2.1123  -0.622
H87 7.1531 5.8847 2.4179  0.309
H88 7.1625 4.3625 2.4319  0.339
O35 -0.8021 -4.7415 -0.4705  -0.589
H89 -0.4001 -4.7515 0.4094  0.310
H90 -1.1719 -5.6277 -0.5683  0.269
O36 -1.5744 -0.9522 8.0554  -0.614
H91 -1.1203 -0.8304 7.2120  0.313
H92 -1.2165 -0.2532 8.6167  0.308
O37 -0.7590 6.4176 -1.6262  -0.630
H93 -0.2677 7.1887 -1.3144  0.317
H94 -0.2469 5.6660 -1.2982  0.272
O38 6.1820 0.7367 -9.4558  -0.640
H95 5.8060 -0.0824 -9.1040  0.339
H96 5.8561 1.4195 -8.8571  0.304
O39 -8.0163 -0.5481 1.2475  -0.526
H97 -8.4401 -0.1378 0.4837  0.257
H98 -7.9515 0.1693 1.8923  0.263
O40 2.6542 5.3593 -3.2436  -0.528
H99 2.0621 5.7198 -2.5722  0.235
H100 3.5316 5.6520 -2.9651  0.314

Force components x, y, z for each atom (eV/Å):
C -0.1917 0.1576 -0.1375
Si 1.5870 -0.6655 0.1284
C 0.3817 -0.0468 -0.0634
C -0.4698 0.9101 -1.0666
C 1.6216 -0.9674 -1.2119
C 2.2821 -1.3744 -0.5068
F -2.9858 -2.1252 0.4016
F -0.3600 1.6142 2.1118
N -1.7218 -1.3271 -0.2185
C -0.2138 -0.0377 -1.7618
N 0.6477 -0.5185 1.5904
C -1.0529 0.1708 -1.9834
C -0.6450 -0.2636 0.4072
C -1.2594 0.3304 1.2930
F 0.5523 3.1452 -1.8553
C 0.3729 -0.6164 -0.7419
F -0.3031 -1.2717 3.8081
F 2.5512 0.3953 -3.0330
N 0.0181 2.1658 -1.0811
C 1.6247 -2.1772 0.1743
O 0.7492 -0.0651 1.8579
C -1.4230 -1.5417 -1.1000
O 1.4830 -0.3499 -0.5453
C 0.1770 -0.7478 1.3712
C -0.3136 0.2936 -0.0639
O -0.4771 1.1647 -0.2407
C -2.0571 -0.6648 1.8352
C -1.5799 4.2416 -1.0554
O 2.0417 -4.3780 2.2668
O -0.2867 -2.0001 -2.6839
P 1.7030 2.5736 4.0019
O -0.3541 1.6265 -2.7926
O 1.3558 -3.2370 -1.7027
S -1.0687 -0.7367 -1.1705
C 3.3182 -1.6868 -2.8560
C -0.3979 -1.6620 -3.3163
C -2.8718 -0.0355 -1.5014
C -3.8656 2.5336 2.8221
C 1.6289 0.7889 3.0194
C 3.3454 -0.4931 0.9481
H 0.5314 -1.0847 -1.1361
H 0.9632 0.6752 1.4157
H -1.2746 0.9806 -0.3501
H 1.1445 -0.7626 -0.7268
H -1.0979 1.0290 -0.8411
H -1.2682 -0.9024 1.0457
H -0.7919 -1.0820 1.2219
H 0.7616 1.0462 1.2364
H -1.2930 -0.0572 -1.2613
H 0.8085 1.5126 -0.3702
H -0.3257 -0.7338 0.5883
H 0.6912 -1.1402 1.4435
H 1.6716 0.5547 -0.2964
H -1.5262 0.4372 -0.3229
H -0.2551 -1.0288 1.6042
H -1.4688 0.1743 1.2555
H -0.6450 0.9991 -1.3180
H -1.0035 1.1319 0.0233
H 1.1239 1.3060 0.7895
H 0.9018 -0.3697 -1.7052
H -1.6576 -0.2632 -0.7598
H 2.0683 0.0686 0.0058
H -0.4866 0.4387 1.4041
H 0.4369 -0.3384 -0.9851
H 1.5279 0.6984 0.8612
H 0.0616 1.1281 -1.5825
H 0.6085 0.4053 0.3640
H -0.1665 0.5537 0.2867
H -0.3979 -0.2442 0.9239
H -0.9466 -0.6112 -1.7142
H -2.0348 0.2959 -0.4891
H -1.5545 0.9426 1.0066
H -0.0205 0.7812 1.9424
H 1.6682 -0.2611 0.7419
O 0.4325 -0.5794 0.1032
H -0.1010 0.0530 0.0237
H -0.0179 0.1729 -0.0153
O -0.0156 -0.2633 -0.6484
H -0.0185 0.1238 0.2434
H 0.0889 -0.1091 -0.0544
O -0.2650 -0.3083 -0.1361
H 0.0934 0.0239 0.0890
H 0.1341 0.1213 0.0780
O 0.0485 0.1585 0.1329
H 0.0024 -0.1535 -0.0690
H -0.0599 -0.0019 -0.1320
O -0.0851 -0.2001 -0.4722
H 0.0285 0.1221 0.0248
H 0.0759 0.0427 0.2384
O 0.0048 0.1165 -0.1496
H 0.0130 -0.0383 0.1813
H -0.1769 0.0054 -0.0058
O 0.1546 0.3263 0.1812
H -0.0736 -0.1607 -0.0666
H -0.0482 -0.1760 -0.0889
O 0.4281 0.8134 0.0278
H -0.0968 -0.2458 0.0300
H -0.1329 0.0150 0.1325
O 0.1550 0.6032 -0.0578
H -0.1661 -0.2771 0.1356
H 0.0989 -0.1032 0.0843
O 0.1466 0.1926 -0.0439
H 0.0233 -0.1745 -0.0989
H -0.0767 -0.1303 0.0963
O -0.6159 -0.2632 -0.1465
H 0.1721 -0.1466 -0.2732
H 0.3382 -0.0329 0.0791
O -0.0373 -0.3249 -0.3069
H 0.0237 0.2083 0.0384
H 0.0273 0.1525 0.0843
O 0.1067 -0.0320 0.2837
H -0.0044 0.0595 -0.1648
H -0.1663 0.0111 -0.1308
O -0.3604 0.0234 -0.1665
H 0.0238 0.0023 0.0669
H 0.0984 -0.0395 0.1185
O -0.6506 0.4995 0.3718
H 0.2342 -0.0171 -0.0948
H 0.0334 -0.0710 -0.0601
O 0.0198 -0.0375 0.0628
H 0.1378 -0.1673 -0.0928
H 0.1915 0.0695 -0.1579
O -0.2705 -0.2759 0.1521
H 0.0711 0.1724 0.0436
H -0.1961 0.0940 0.0487
O 0.3741 0.2564 0.0304
H 0.2747 -0.0549 -0.0731
H -0.0776 -0.1438 -0.1132
O 0.1294 0.1299 -0.0091
H 0.0901 -0.1436 0.0320
H -0.0859 0.0674 -0.0317
O -0.0849 0.2681 0.1930
H -0.2946 -0.2350 -0.2338
H -0.2012 0.2362 0.1819
O -0.4314 0.1280 -0.0963
H 0.1834 -0.0566 0.0982
H 0.1815 0.0158 0.0246
O 0.0080 -0.1393 0.0151
H -0.1093 0.0989 -0.0532
H -0.0395 0.0373 0.0957
O 0.2089 0.3449 0.0434
H -0.1571 -0.1144 0.0352
H -0.0331 -0.1508 0.0844
O 0.2701 -0.3315 -0.1011
H -0.1751 0.1647 -0.0131
H -0.0793 0.1172 0.1092
O 0.3089 0.7405 0.1455
H 0.0112 -0.2158 0.1119
H -0.1383 -0.0982 -0.0069
O -0.2060 0.1395 0.0393
H -0.0197 0.0992 -0.0913
H 0.2227 -0.1992 0.1328
O 0.2354 0.0535 0.1428
H -0.1320 -0.0750 -0.0602
H -0.1287 -0.0768 -0.0948
O 0.0466 0.0188 0.1300
H -0.0946 0.0373 0.0165
H 0.0621 0.1403 -0.0747
O 0.1166 0.1628 -0.1635
H -0.0692 -0.0976 0.0898
H -0.0905 -0.1687 0.0306
O 0.0804 -0.3578 0.2289
H -0.1396 -0.0038 -0.0834
H 0.0892 0.1763 0.0373
O -0.2850 0.0181 0.2266
H 0.1772 -0.0612 -0.1101
H 0.1318 -0.0483 -0.1165
O 0.2348 0.2251 -0.0939
H -0.0086 -0.1232 0.1281
H -0.2138 -0.0357 0.0224
O -0.3219 0.2240 0.3452
H 0.0942 0.0239 -0.1520
H 0.0181 -0.2485 -0.1680